1.
C27H26ClMnN7O5S2 | ωB97M-V with the def2-TZVPD basis set

Geometry as XYZ:
```
69
Properties=species:S:1:pos:R:3:forces:R:3:nbo_charge:R:1
Mn 0.0978 0.7142 -0.1522 -0.107 0.003 -0.036 1.479
Cl 3.3869 -1.9564 5.7968 -0.003 0.011 -0.004 -0.018
C 2.5360 -1.0088 4.6060 0.024 -0.034 -0.003 -0.119
C 1.4657 -0.1937 5.0085 -0.015 0.022 -0.004 -0.174
C 0.7718 0.5468 4.0913 -0.001 -0.006 0.007 -0.313
C 1.0835 0.5123 2.6982 0.021 -0.016 -0.004 0.508
O 0.3800 1.1893 1.8713 0.012 -0.018 -0.019 -0.831
C 2.1993 -0.3030 2.3234 -0.058 0.055 0.038 -0.331
C 2.6847 -0.3745 0.9734 0.020 -0.011 -0.022 0.457
O 2.1773 0.1233 -0.0306 0.044 0.019 0.020 -0.662
C 2.9059 -1.0436 3.2930 0.007 0.013 -0.011 -0.149
H 1.1992 -0.1559 6.0573 -0.005 -0.002 -0.001 0.226
H -0.0513 1.1813 4.3957 -0.002 -0.004 0.003 0.227
H 3.6298 -0.9297 0.8442 -0.007 -0.017 -0.010 0.133
H 3.7498 -1.6485 2.9811 -0.002 -0.004 0.003 0.223
O -0.1181 -0.5439 -4.5624 -0.055 0.000 -0.005 -0.953
S -0.2090 -0.6769 -3.1301 -0.004 -0.018 0.018 2.348
O -1.3054 -1.4929 -2.6162 -0.002 0.005 -0.046 -1.003
N -0.1937 0.7059 -2.3420 0.086 0.094 0.031 -1.073
C -0.4192 1.9524 -2.9211 -0.020 0.005 -0.016 0.171
C -0.7771 2.2282 -4.2274 0.021 -0.028 0.030 -0.263
C -0.9722 3.5495 -4.6744 -0.002 -0.007 -0.003 -0.170
C -0.8363 4.6239 -3.8460 0.002 0.014 0.006 -0.241
C -0.4989 4.3965 -2.4937 0.002 0.000 0.000 -0.093
C -0.3569 5.4442 -1.5561 -0.002 -0.011 -0.011 -0.107
C -0.0472 5.1698 -0.2560 0.004 -0.001 0.008 -0.270
C 0.1222 3.8267 0.1227 0.006 0.010 0.000 0.075
N 0.0057 2.8349 -0.7268 0.017 0.004 -0.028 -0.554
C -0.2967 3.0785 -2.0328 0.014 -0.035 0.036 0.203
C 1.2819 -1.4792 -2.6045 -0.043 -0.043 0.055 -0.359
C 1.2222 -2.6830 -1.9239 0.037 0.021 -0.024 -0.182
C 2.4025 -3.3052 -1.5415 0.008 -0.001 0.002 -0.215
C 3.6248 -2.7240 -1.8481 -0.009 -0.017 0.010 -0.203
C 3.6726 -1.5215 -2.5426 -0.013 0.025 -0.018 -0.227
C 2.4986 -0.8946 -2.9227 0.022 0.007 -0.005 -0.098
H -0.9012 1.4184 -4.9260 -0.003 0.001 -0.010 0.252
H -1.2417 3.6992 -5.7125 0.001 0.008 0.002 0.214
H -0.9876 5.6373 -4.1952 -0.003 -0.004 -0.008 0.211
H -0.5023 6.4648 -1.8904 -0.001 0.001 0.004 0.215
H 0.0634 5.9536 0.4799 -0.002 -0.001 0.000 0.224
H 0.3503 3.5490 1.1456 -0.003 0.003 -0.001 0.220
H 0.2569 -3.1152 -1.7069 -0.019 -0.002 0.002 0.236
H 2.3677 -4.2492 -1.0116 0.008 0.000 -0.001 0.210
H 4.5451 -3.2129 -1.5540 -0.003 -0.004 0.006 0.214
H 4.6261 -1.0706 -2.7843 0.002 -0.001 0.001 0.217
H 2.5196 0.0487 -3.4535 -0.001 0.002 -0.004 0.224
N -3.3331 0.4404 -1.9311 0.000 0.024 0.020 -0.617
N -3.4462 0.6402 -0.5721 0.014 0.042 -0.002 0.196
N -4.5961 0.6157 0.0484 -0.013 -0.027 -0.027 -0.270
C -4.2321 0.9437 1.2863 0.005 0.033 0.018 0.102
N -2.9209 1.1482 1.3955 0.015 -0.004 -0.002 -0.269
N -2.4304 0.9632 0.1835 -0.025 -0.071 -0.001 -0.131
H -4.2475 0.1392 -2.2448 0.008 -0.024 -0.012 0.385
H -2.6232 -0.2814 -2.1162 -0.017 -0.009 0.003 0.426
H -4.9292 1.0353 2.1003 0.001 0.001 0.000 0.213
O -0.3632 -1.3294 0.3929 0.061 -0.016 0.024 -1.039
S -1.6349 -1.9860 0.8840 -0.028 0.006 -0.012 1.256
C -1.1367 -3.7225 1.1411 -0.005 -0.006 -0.001 -0.594
C -1.0039 -3.9709 2.6456 0.007 -0.005 0.024 -0.409
C -0.6900 -2.6220 3.2873 0.029 0.020 -0.017 -0.419
C -1.6838 -1.6573 2.6606 -0.021 0.013 -0.018 -0.605
H -0.1775 -3.7700 0.6247 -0.002 -0.005 -0.004 0.252
H -1.8461 -4.3790 0.6408 -0.001 0.006 -0.011 0.240
H -0.2351 -4.7169 2.8463 0.002 0.002 -0.003 0.230
H -1.9463 -4.3559 3.0419 0.005 -0.006 0.002 0.205
H 0.3285 -2.3063 3.0496 -0.010 -0.003 0.001 0.231
H -0.7841 -2.6434 4.3728 -0.007 -0.005 0.002 0.232
H -1.4723 -0.5944 2.7725 0.011 -0.002 0.036 0.277
H -2.7085 -1.8564 2.9874 0.000 0.002 -0.008 0.226
```
Forces are in eV/Å.

The net charge is 0. Its energy above the lowest of the compared OMol25 structures with the same formula, charge and spin is 0.00 kJ/mol. The calculation puts the HOMO energy (spin up / spin down) at -7.482 / -7.556 eV. As for the multiplicity: 6. The calculation puts the LUMO energy (spin up / spin down) at 0.2 / 0.1 eV.

2.
C27H26CoN3O5 | ωB97M-V with the def2-TZVPD basis set

Geometry as XYZ:
```
62
Properties=species:S:1:pos:R:3:forces:R:3:nbo_charge:R:1
Co -0.4170 0.2257 -0.1927 -0.155 -0.016 0.152 1.212
C -0.9941 -3.8459 -1.8185 0.098 0.003 -0.031 -0.087
O 0.3496 -3.6193 -1.2803 -0.205 0.040 -0.039 -0.448
C 0.3030 -2.3854 -0.8138 0.317 0.079 0.131 0.562
N -0.7077 -1.6385 -1.0714 0.188 -0.157 -0.068 -0.517
C -1.5287 -2.4311 -2.0540 -0.002 0.036 0.104 -0.118
C -3.0282 -2.2846 -1.9529 0.043 -0.132 -0.034 0.011
C -3.6056 -1.0205 -1.9843 -0.043 -0.002 -0.084 -0.233
C -4.9836 -0.8802 -1.9325 0.039 0.072 0.016 -0.183
C -5.7991 -2.0012 -1.8754 -0.014 -0.043 0.009 -0.198
C -5.2313 -3.2657 -1.8808 -0.015 0.037 0.012 -0.204
C -3.8509 -3.4079 -1.9224 -0.012 0.045 0.110 -0.234
C 1.4656 -1.8634 -0.0516 -0.176 0.067 -0.052 0.145
C 2.5983 -2.5313 0.3826 -0.035 0.149 -0.007 -0.179
C 3.5446 -1.7882 1.0831 0.066 -0.039 0.015 -0.134
C 3.3565 -0.4307 1.3373 -0.059 -0.030 -0.100 -0.197
C 2.1935 0.1484 0.8646 -0.162 0.029 -0.001 0.216
N 1.2959 -0.5703 0.1919 -0.178 0.010 0.018 -0.437
C 1.6884 1.5370 1.0057 0.140 -0.250 -0.008 0.554
N 0.5163 1.7930 0.5671 0.175 0.082 -0.091 -0.495
C 0.2593 3.2281 0.7538 0.008 -0.102 0.043 -0.109
C 1.5411 3.6912 1.5011 0.120 -0.076 -0.009 -0.082
O 2.4041 2.4938 1.5541 -0.188 0.109 -0.034 -0.443
C 0.0226 3.9560 -0.5485 -0.021 0.022 0.046 -0.062
C -0.5640 5.2163 -0.5008 -0.045 -0.033 -0.021 -0.150
C -0.7566 5.9423 -1.6645 0.004 0.001 -0.007 -0.205
C -0.3675 5.4118 -2.8868 -0.003 0.019 -0.002 -0.196
C 0.2143 4.1555 -2.9389 -0.003 -0.019 0.022 -0.193
C 0.4108 3.4296 -1.7718 0.060 0.023 -0.021 -0.210
H -1.5510 -4.3807 -1.0497 0.009 0.000 -0.007 0.203
H -0.8933 -4.4491 -2.7144 -0.027 0.002 0.006 0.228
H -1.2070 -2.0866 -3.0432 -0.020 0.068 0.028 0.221
H -2.9866 -0.1367 -2.0312 0.026 0.020 -0.009 0.244
H -5.4126 0.1132 -1.9331 -0.004 -0.004 0.007 0.236
H -6.8744 -1.8897 -1.8360 -0.001 0.000 -0.003 0.226
H -5.8602 -4.1454 -1.8528 0.002 -0.005 -0.006 0.224
H -3.4386 -4.4086 -1.9313 0.003 -0.002 -0.015 0.204
H 2.7296 -3.5839 0.1801 0.017 -0.011 0.006 0.259
H 4.4417 -2.2756 1.4401 0.005 0.008 -0.001 0.248
H 4.0836 0.1559 1.8798 0.012 -0.010 0.014 0.258
H -0.6209 3.3315 1.3908 -0.001 0.046 -0.025 0.235
H 1.3655 3.9976 2.5286 -0.005 0.003 -0.007 0.213
H 2.0940 4.4543 0.9605 -0.026 0.015 0.018 0.222
H -0.8906 5.6273 0.4478 0.000 -0.006 0.013 0.207
H -1.2202 6.9184 -1.6188 0.000 0.003 0.000 0.225
H -0.5228 5.9759 -3.7964 -0.003 0.000 -0.003 0.225
H 0.5142 3.7356 -3.8898 0.001 0.000 -0.003 0.220
H 0.8709 2.4503 -1.8283 -0.003 -0.015 0.013 0.200
C -3.0349 1.0908 2.9470 -0.015 0.042 -0.017 -0.622
C -2.7462 0.2889 1.6921 0.017 -0.098 0.055 0.140
C -3.6362 -0.9410 1.5914 -0.046 0.031 0.012 -0.634
O -1.3494 -0.1400 1.7142 -0.063 0.100 -0.030 -0.779
C -2.9441 1.1609 0.4361 0.095 0.161 -0.158 0.766
O -3.9553 1.8231 0.3513 -0.048 -0.116 0.026 -0.620
O -2.0217 1.1176 -0.4819 0.075 -0.032 0.058 -0.778
H -2.9421 0.4596 3.8334 0.010 -0.007 0.003 0.205
H -4.0484 1.4838 2.8997 0.008 -0.007 -0.004 0.255
H -2.3461 1.9313 3.0403 0.008 0.001 -0.014 0.210
H -3.5641 -1.5348 2.5065 0.013 -0.006 0.008 0.205
H -3.3558 -1.5595 0.7390 -0.003 0.007 -0.027 0.223
H -4.6730 -0.6315 1.4660 0.003 -0.005 0.002 0.250
H -1.2455 -0.7921 2.4137 0.022 -0.104 -0.009 0.495
```
Forces are in eV/Å.

The net charge is +1. The calculation puts the HOMO energy (spin up / spin down) at -11.617 / -11.608 eV. As for the multiplicity: 2. The calculation puts the LUMO energy (spin up / spin down) at -4.0 / -4.0 eV.

Number 1: E_tot -4211.59966 Ha, largest force on an atom 0.1 eV/A. Number 2: E_tot -2967.58573 Ha, largest force on an atom 0.4 eV/A.